[1]
{
  "formula": "C27H28Cl2IrN3O2S2",
  "method": "ωB97M-V/def2-TZVPD",
  "spin_multiplicity": 2,
  "gap_ev": [7.4, 5.5],
  "s2": 0.776,
  "e_lumo_ev": [-9.35, -11.22],
  "e_homo_ev": [-16.7371, -16.7366],
  "charge": 3,
  "elements": ["Ir", "C", "C", "N", "C", "C", "S", "C", "C", "N", "H", "H", "H", "H", "H", "H", "H", "H", "H", "H", "H", "H", "H", "H", "Cl", "C", "C", "C", "Cl", "C", "C", "C", "C", "N", "C", "C", "O", "H", "H", "H", "H", "O", "S", "C", "C", "C", "C", "C", "C", "C", "C", "C", "C", "C", "C", "H", "H", "H", "H", "H", "H", "H", "H", "H", "H"],
  "coordinates": [[-0.084, -0.026, 0.069], [-1.665, 1.218, 2.311], [-1.574, -0.274, 2.483], [-1.649, -0.885, 1.125], [-2.995, -0.796, 0.470], [-2.855, -0.675, -1.032], [-1.689, 0.640, -1.461], [-2.321, 2.137, -0.623], [-1.261, 2.686, 0.319], [-0.730, 1.622, 1.203], [-2.666, 1.564, 2.058], [-1.393, 1.706, 3.247], [-0.594, -0.531, 2.884], [-2.332, -0.657, 3.168], [-1.376, -1.865, 1.180], [-3.578, -1.691, 0.692], [-3.534, 0.043, 0.901], [-2.395, -1.568, -1.452], [-3.812, -0.521, -1.528], [-2.499, 2.876, -1.404], [-3.283, 1.915, -0.166], [-0.426, 3.082, -0.259], [-1.677, 3.509, 0.904], [0.125, 1.966, 1.642], [-0.550, -4.223, -2.619], [0.479, -2.926, -2.970], [1.212, -2.881, -4.142], [2.079, -1.823, -4.408], [2.975, -1.832, -5.827], [2.219, -0.718, -3.484], [3.086, 0.374, -3.650], [3.114, 1.357, -2.686], [2.268, 1.263, -1.580], [1.434, 0.239, -1.412], [1.429, -0.746, -2.340], [0.570, -1.859, -2.031], [-0.094, -1.814, -0.946], [1.116, -3.684, -4.861], [3.734, 0.428, -4.516], [3.773, 2.209, -2.780], [2.256, 2.034, -0.821], [1.453, -0.037, 1.477], [2.896, -0.616, 1.179], [3.742, -0.402, 2.693], [5.101, -0.128, 2.584], [5.843, 0.011, 3.749], [5.219, -0.097, 4.982], [3.855, -0.370, 5.071], [3.098, -0.507, 3.923], [2.623, -2.353, 1.022], [1.624, -2.995, 1.748], [1.405, -4.344, 1.531], [2.157, -5.029, 0.577], [3.151, -4.377, -0.139], [3.387, -3.024, 0.076], [5.574, -0.029, 1.614], [6.901, 0.226, 3.690], [5.793, 0.050, 5.886], [3.387, -0.477, 6.040], [2.036, -0.705, 3.981], [1.045, -2.451, 2.485], [0.661, -4.873, 2.112], [1.960, -6.076, 0.391], [3.742, -4.919, -0.865], [4.161, -2.504, -0.477]],
  "atomic_forces_ev_per_a": [[-1.40, -0.19, -1.56], [0.02, 0.11, 0.00], [-0.20, -0.26, 0.14], [0.41, 0.19, 0.55], [-0.04, -0.21, 0.01], [-0.38, 0.15, 0.00], [0.14, -0.42, 0.15], [0.08, 0.22, -0.25], [-0.27, 0.08, 0.02], [1.21, 0.30, 0.06], [-0.02, -0.07, -0.01], [0.07, 0.14, -0.09], [-0.02, -0.06, 0.00], [-0.11, 0.02, -0.12], [-0.10, -0.03, 0.06], [0.06, -0.02, 0.15], [-0.01, 0.03, -0.05], [-0.04, -0.04, -0.08], [-0.02, 0.06, 0.06], [-0.11, -0.05, -0.02], [0.07, -0.02, 0.12], [0.03, -0.01, 0.02], [-0.01, -0.01, 0.03], [-0.09, 0.12, 0.05], [-0.01, -0.01, 0.00], [-0.02, -0.05, 0.04], [0.09, 0.05, -0.02], [-0.08, -0.02, 0.14], [0.06, 0.01, -0.10], [0.07, -0.06, -0.09], [0.06, -0.02, 0.00], [0.02, -0.01, 0.01], [-0.11, -0.08, -0.16], [0.12, 1.01, 0.23], [-0.01, -0.04, 0.26], [-0.05, 0.07, -0.04], [0.68, -0.28, -0.09], [0.03, -0.01, 0.01], [-0.04, 0.04, -0.01], [0.00, -0.01, 0.01], [0.01, -0.01, 0.02], [0.35, -0.57, 0.42], [-0.33, 0.08, 0.01], [-0.03, 0.17, 0.19], [0.02, -0.05, 0.04], [0.00, 0.08, -0.03], [-0.01, 0.01, 0.01], [-0.02, 0.06, 0.01], [0.08, -0.22, -0.02], [-0.25, -0.08, -0.14], [0.11, -0.04, 0.05], [-0.02, 0.00, -0.01], [-0.02, 0.01, -0.02], [-0.02, 0.01, -0.03], [-0.02, 0.01, 0.00], [-0.01, 0.00, 0.02], [-0.01, 0.00, 0.00], [0.02, -0.09, 0.01], [0.00, 0.07, 0.00], [0.02, 0.00, 0.00], [0.04, -0.01, 0.03], [-0.02, 0.01, -0.04], [0.05, -0.01, 0.06], [0.00, 0.00, 0.02], [-0.01, -0.01, 0.01]]
}

---

[2]
{
  "formula": "C6H12",
  "method": "ωB97M-V/def2-TZVPD",
  "smiles": "CC1(C)CCC1",
  "gap_ev": 11.4,
  "e_lumo_ev": 1.03,
  "e_homo_ev": -10.3954,
  "charge": 0,
  "elements": ["C", "C", "C", "C", "C", "C", "H", "H", "H", "H", "H", "H", "H", "H", "H", "H", "H", "H"],
  "coordinates": [[-1.197, -1.110, 0.418], [-0.342, 0.074, -0.034], [-1.248, 1.159, -0.621], [0.753, 0.551, 0.987], [1.790, -0.299, 0.267], [0.842, -0.362, -0.962], [-1.761, -1.525, -0.430], [-0.591, -1.919, 0.841], [-1.929, -0.802, 1.174], [-1.813, 0.773, -1.482], [-0.671, 2.023, -0.971], [-1.981, 1.517, 0.113], [0.942, 1.618, 0.821], [0.766, 0.390, 2.068], [1.890, -1.295, 0.710], [2.780, 0.160, 0.294], [0.729, -1.337, -1.454], [1.043, 0.385, -1.740]],
  "atomic_forces_ev_per_a": [[0.06, -0.03, 0.07], [-0.06, 0.04, -0.01], [0.04, 0.03, 0.03], [-0.02, 0.13, 0.12], [0.13, -0.09, 0.07], [0.05, -0.03, -0.11], [0.16, 0.11, 0.13], [-0.03, 0.11, -0.03], [0.16, -0.02, -0.07], [0.14, 0.00, 0.17], [-0.03, -0.13, 0.09], [0.14, -0.07, -0.05], [0.03, -0.11, -0.02], [-0.84, -0.05, -0.03], [-0.10, 0.14, 0.03], [0.05, -0.18, -0.75], [0.07, 0.19, 0.14], [0.05, -0.05, 0.23]]
}

---

[3]
{
  "formula": "C2H6N2P2",
  "method": "ωB97M-V/def2-TZVPD",
  "smiles": "NP(N)[C@H]1C=P1",
  "gap_ev": 7.5,
  "e_lumo_ev": -0.31,
  "e_homo_ev": -7.8631,
  "charge": 0,
  "elements": ["C", "C", "N", "N", "P", "P", "H", "H", "H", "H", "H", "H"],
  "coordinates": [[2.526, 1.121, -0.061], [1.448, 0.193, -0.390], [-0.445, -1.742, -0.222], [-1.167, 0.819, 0.475], [3.197, -0.424, 0.118], [0.044, -0.400, 0.747], [2.628, 2.212, -0.325], [1.013, 0.136, -1.409], [0.421, -2.277, -0.327], [-1.105, -2.264, 0.369], [-0.805, 1.480, -0.179], [-2.057, 0.461, 0.115]],
  "atomic_forces_ev_per_a": [[0.53, -0.46, -0.66], [-1.60, -0.83, 0.26], [-0.19, 0.08, 0.04], [-0.19, -0.89, -0.04], [-0.87, 2.10, -0.34], [1.04, 1.05, 0.82], [0.17, -1.42, 0.80], [0.70, 0.04, 0.15], [-0.49, -0.30, -0.07], [0.53, -0.15, -0.50], [-0.01, 0.63, -0.61], [0.39, 0.13, 0.18]]
}

---

Looking at ΔE to the lowest compared entry with this formula, charge and spin for the records above, in order, we have 19.1; 22.8; 9.9 kcal per mole.